The following is a quantum chemistry calculation of C7H16N3O2 as an isolated structure, from the Open Molecules 2025 dataset.

Atoms and positions in Å:
C: 1.70 0.28 0.03
C: -0.63 0.65 0.11
C: -0.61 -0.83 -0.28
C: -0.87 0.90 1.72
C: -1.66 1.43 -0.67
C: -1.37 -1.87 0.59
C: -0.44 -1.10 -1.75
N: 0.69 1.08 -0.23
N: 1.22 -0.94 0.40
N: 3.03 0.51 -0.03
O: 1.05 2.41 -0.27
O: 1.88 -2.13 0.48
H: 0.03 0.51 2.31
H: -1.77 0.37 1.93
H: -1.00 1.86 2.11
H: -2.60 0.89 -0.82
H: -1.39 1.72 -1.72
H: -1.91 2.22 0.03
H: -0.60 -2.27 1.33
H: -1.74 -2.58 -0.07
H: -2.16 -1.37 1.05
H: -1.27 -1.52 -2.25
H: 0.31 -1.84 -1.98
H: -0.23 -0.22 -2.46
H: 3.51 1.25 -0.51
H: 3.55 -0.07 0.57
H: 0.75 2.80 0.64
H: 2.53 -2.17 -0.25

The value obtained for the HOMO energy (alpha / beta) is -9.3 / -14.2 eV. The value obtained for the orbital gap (alpha / beta) is 6.19 / 7.30 eV. As for the spin multiplicity: 3. The relative energy (zero: lowest compared OMol25 entry of this formula, charge and spin) is 102.3 kcal per mole. Its total charge is +1. For the total energy, the calculation gives -590.5253 hartree. The expectation value of S² is 2.0133.